[1]
Computed, not measured: C66H52OP3PdSSi as an isolated structure, with wB97M-V/def2-TZVPD.

Geometry (Å):
Pd 0.25472 -0.45373 0.06670
C 0.91186 -4.41517 -2.98566
C 1.28279 -4.22430 -1.66102
C 0.46636 -3.49122 -0.81612
C -0.73453 -2.94081 -1.28538
C -1.09889 -3.13956 -2.61200
C -0.27715 -3.87912 -3.45354
P -1.64215 -1.86287 -0.13671
C -2.55386 -2.97328 0.97050
C -2.25687 -4.33199 1.06474
C -3.02788 -5.15834 1.86966
C -4.09481 -4.63589 2.58569
C -4.38521 -3.28070 2.50543
C -3.61652 -2.45055 1.70769
C -2.96595 -0.99830 -1.01664
C -4.05955 -1.68118 -1.54782
C -5.08662 -0.96752 -2.14136
C -5.03677 0.42131 -2.17233
C -3.95564 1.09619 -1.63038
C -2.89702 0.39901 -1.04758
Si -1.37996 1.21135 -0.26436
C -0.63950 2.58588 -1.32170
C -0.69450 3.92819 -0.93854
C 0.00766 4.90408 -1.63116
C 0.78513 4.55169 -2.72240
C 0.85079 3.22464 -3.12686
C 0.14646 2.23928 -2.44290
P 0.19112 0.46529 -2.91770
C 1.60479 0.29184 -4.07128
C 2.68866 -0.49596 -3.69654
C 3.76795 -0.67060 -4.55420
C 3.76614 -0.06694 -5.80070
C 2.67852 0.70370 -6.19597
C 1.60327 0.87698 -5.34140
C -1.17920 0.37571 -4.13459
C -1.25282 -0.75543 -4.95138
C -2.25526 -0.88049 -5.89792
C -3.20089 0.12689 -6.04744
C -3.12625 1.25881 -5.25372
C -2.12107 1.38461 -4.30230
C -1.85323 1.86585 1.44252
C -2.82353 2.85383 1.63312
C -3.05300 3.40035 2.88493
C -2.30499 2.97651 3.97679
C -1.35460 1.98393 3.81652
C -1.14695 1.40872 2.56081
P 0.06616 0.05439 2.38239
C -0.53634 -1.32859 3.38838
C 0.19237 -2.51908 3.30541
C -0.19504 -3.62976 4.03277
C -1.32843 -3.57187 4.83537
C -2.06319 -2.40043 4.90950
C -1.66994 -1.27769 4.19115
C 1.50136 0.70965 3.26920
C 1.94632 0.18174 4.48623
C 3.06205 0.69925 5.11662
C 3.74883 1.76006 4.53316
C 3.32243 2.30178 3.33723
C 2.19739 1.78655 2.70157
H 1.54744 -4.98333 -3.65180
H 2.20583 -4.64135 -1.27976
H 0.75827 -3.35297 0.22256
H -2.01331 -2.70789 -2.99784
H -0.57054 -4.03340 -4.48425
H -1.44175 -4.75286 0.49203
H -2.79929 -6.21453 1.92564
H -4.70349 -5.28378 3.20248
H -5.21651 -2.86798 3.06200
H -3.85910 -1.39560 1.64035
H -4.11008 -2.76237 -1.48923
H -5.93092 -1.48982 -2.57121
H -5.84729 0.97721 -2.62590
H -3.93053 2.17966 -1.67376
H -1.27084 4.21882 -0.06901
H -0.04384 5.93549 -1.30795
H 1.34707 5.30473 -3.25924
H 1.47182 2.96092 -3.97282
H 2.68744 -0.98214 -2.72913
H 4.60619 -1.28256 -4.24696
H 4.60435 -0.20218 -6.47143
H 2.66748 1.16313 -7.17562
H 0.74745 1.45636 -5.66670
H -0.49767 -1.52642 -4.86266
H -2.29305 -1.75805 -6.53080
H -3.98126 0.03326 -6.79104
H -3.84788 2.05641 -5.37714
H -2.06704 2.28263 -3.69987
H -3.40380 3.21055 0.78928
H -3.80391 4.16961 3.00964
H -2.46417 3.42062 4.95027
H -0.76780 1.65426 4.66630
H 1.06437 -2.57283 2.66263
H 0.37668 -4.54649 3.96387
H -1.64138 -4.44376 5.39435
H -2.95146 -2.35754 5.52595
H -2.25724 -0.37140 4.25132
H 1.40909 -0.64647 4.93248
H 3.39468 0.28352 6.05774
H 4.62576 2.16742 5.01891
H 3.84294 3.12451 2.86510
H 1.16411 1.88441 1.05983
O 1.82540 2.39878 1.55143
S 2.84213 -0.63587 -0.11563
C 3.99622 0.71654 -0.11593
C 3.67593 1.80068 -0.92398
C 4.52660 2.89147 -0.96266
C 5.69424 2.89702 -0.21070
C 6.00576 1.80783 0.58814
C 5.15435 0.71186 0.64693
C 3.67130 -1.93650 0.76097
C 4.32431 -2.91615 0.01926
C 4.96030 -3.96098 0.67299
C 4.94448 -4.02608 2.06044
C 4.30340 -3.04018 2.79724
C 3.66732 -1.99094 2.14871
H 2.76274 1.80016 -1.50854
H 4.27462 3.74078 -1.58405
H 6.35937 3.74914 -0.24927
H 6.91411 1.80668 1.17603
H 5.39073 -0.13289 1.27972
H 4.33037 -2.85407 -1.06153
H 5.47197 -4.72240 0.09958
H 5.44152 -4.84296 2.56633
H 4.30360 -3.07832 3.87883
H 3.19642 -1.19911 2.71168

Values from the calculation:
Frontier orbital gap (spin up / spin down) ... 6.42 / 6.78 eV
Net charge ... +1
Spin multiplicity ... 3
Calculated total energy ... -121390.51664 eV
Molar mass ... 1120.636 g/mol

---

[2]
Computed, not measured: C66H53MoN11SSe as an isolated structure at a distorted geometry, with wB97M-V/def2-TZVPD.

Geometry (Å):
Mo -0.15147 -0.26308 0.01306
C 4.46955 -5.56586 3.54594
C 3.22120 -6.01590 3.13136
C 2.34189 -5.14687 2.50125
C 2.70121 -3.81790 2.29099
C 3.94910 -3.36989 2.71179
C 4.83459 -4.24371 3.33050
C 1.74119 -2.86722 1.64896
C 1.09257 -1.99139 2.48696
C 1.19962 -2.04303 3.91149
C 0.41000 -1.05573 4.40306
C -0.16704 -0.38900 3.28255
N 0.21106 -0.96300 2.11609
C -0.91686 0.84186 3.38028
C -1.57554 1.26417 2.29598
C -1.91107 2.72639 1.92655
C 0.29976 2.53830 0.45912
C -0.28990 1.75682 -0.66632
C -0.21343 2.12879 -1.94685
C 0.05455 3.49667 -2.43428
C -0.53982 4.60234 -1.82559
C -0.26518 5.88960 -2.26841
C 0.61315 6.08634 -3.32451
C 1.22426 4.99346 -3.92934
C 0.94606 3.70645 -3.49047
C -0.28838 0.97232 -2.81914
N -0.16571 -0.19507 -2.20112
C -0.32519 -1.17417 -3.18061
C -0.01705 -2.48130 -2.95558
C -0.22805 -3.52356 -3.98656
C 0.15137 -3.36349 -5.32141
C -0.11773 -4.35341 -6.25493
C -0.76347 -5.51998 -5.87169
C -1.11043 -5.70916 -4.53952
C -0.83713 -4.72334 -3.60562
C 0.64202 -2.90045 -1.72962
C 1.53758 -3.98616 -1.74193
C 2.11880 -4.03592 -0.50006
C 1.53376 -3.00349 0.25784
N 0.65081 -2.27399 -0.51741
C -0.63589 -0.52523 -4.42804
C -0.55662 0.81567 -4.21244
N -1.77554 0.52176 1.14252
C -0.82096 1.71274 4.57936
C 0.41368 2.04026 5.14683
C 0.49633 2.95726 6.18567
C -0.65493 3.55981 6.67651
C -1.89297 3.21028 6.15071
C -1.97402 2.28953 5.11469
H 5.15340 -6.24213 4.04381
H 2.93200 -7.04595 3.30168
H 1.36645 -5.49450 2.17706
H 4.22163 -2.33001 2.56001
H 5.80786 -3.89118 3.65187
H 1.78630 -2.76422 4.45990
H 0.22451 -0.80096 5.43647
H -2.31884 3.36272 2.70589
H 0.99665 3.30741 0.11860
H -1.23782 4.44330 -1.00764
H -0.74287 6.73974 -1.79596
H 0.81480 7.08899 -3.68259
H 1.92130 5.14749 -4.74370
H 1.43797 2.85444 -3.94945
H 0.72313 -2.49327 -5.61771
H 0.19219 -4.21791 -7.28379
H -0.97591 -6.28978 -6.60418
H -1.58372 -6.63190 -4.22820
H -1.10621 -4.87124 -2.56640
H 1.74720 -4.61349 -2.59542
H 2.86736 -4.72911 -0.14621
H -0.88507 -1.01103 -5.35741
H -0.71069 1.61284 -4.92656
H 1.31485 1.57791 4.75856
H 1.46089 3.20421 6.61252
H -0.59113 4.28625 7.47777
H -2.79619 3.64574 6.56084
H -2.94495 1.98457 4.73427
N -3.92518 3.20952 0.55720
C -5.12952 2.76541 -0.06651
C -6.01013 3.67708 -0.61765
C -7.22626 3.23541 -1.11622
C -7.54760 1.88681 -1.05532
C -6.65092 0.97570 -0.50970
C -5.43351 1.41677 -0.01440
S -4.36094 0.28624 0.80119
N -2.86231 1.14390 0.47864
C -2.94010 2.42632 0.87729
C -0.50820 3.17629 1.56447
C 0.16603 3.93925 2.43833
C 1.61368 3.96456 2.53520
C 2.44256 2.93835 2.24339
C 2.04530 1.62703 1.75510
N 1.03718 1.39376 1.01624
H -3.86011 4.18420 0.81581
H -5.75077 4.73195 -0.64752
H -7.91954 3.94607 -1.54683
H -8.49651 1.53454 -1.43758
H -6.90045 -0.07850 -0.45998
H -0.38089 4.51277 3.18374
H 2.05112 4.81025 3.05595
H 3.47868 3.02991 2.55500
H 2.65571 0.76794 2.03294
C -3.38516 -4.91668 -0.52323
C -3.08885 -3.49008 -0.84904
C -3.66207 -2.62152 -1.75199
C -2.96571 -1.40814 -1.62491
N -2.02390 -1.51984 -0.68438
N -2.11498 -2.79572 -0.24994
C -3.27631 -0.18988 -2.43136
H -4.45595 -5.05647 -0.38880
H -2.87917 -5.23803 0.38847
H -3.06948 -5.56597 -1.34036
H -4.46910 -2.83225 -2.43766
H -1.49816 -3.11152 0.47938
H -3.13066 -0.40499 -3.48978
H -2.66990 0.67085 -2.16438
H -4.32749 0.06733 -2.29715
C 5.33606 -1.53497 -0.10767
N 5.30501 -0.07724 -0.19883
C 6.34407 0.76233 0.17400
C 5.96544 2.01451 -0.12901
N 4.69775 1.92999 -0.69059
C 3.95870 3.06979 -1.22047
C 4.28844 0.63691 -0.73397
Se 2.71263 -0.02965 -1.46843
H 5.90500 -1.82459 0.77360
H 5.80031 -1.96161 -0.99579
H 4.31770 -1.90471 -0.03464
H 7.25838 0.39835 0.61449
H 6.48674 2.95033 -0.01341
H 3.69716 3.75864 -0.42092
H 3.05679 2.69622 -1.69543
H 4.56455 3.58869 -1.95920

Values from the calculation:
Frontier orbital gap (spin up / spin down) ... 5.28 / 5.33 eV
Net charge ... +2
Spin multiplicity ... 3
Calculated total energy ... -163717.33851 eV
Molar mass ... 1207.194 g/mol

---

[3]
Computed, not measured: C66H55BaNO2P2SiTe as an isolated structure at a distorted geometry, with wB97M-V/def2-TZVPD.

Geometry (Å):
Ba 0.84231 -0.36054 -0.14333
C -3.38149 0.08086 -0.33675
Si -1.95717 0.78792 0.75959
C -2.20078 2.68479 0.53055
C -3.32286 3.26663 -0.03929
C -3.38491 4.61386 -0.35216
C -2.29963 5.42831 -0.08963
C -1.15905 4.88676 0.48155
C -1.09820 3.53364 0.78248
P 0.47954 2.78838 1.40063
C 0.12463 2.36113 3.12437
C 1.10517 1.65319 3.81264
C 0.91975 1.29241 5.13279
C -0.26182 1.62260 5.77807
C -1.24659 2.32114 5.10181
C -1.05349 2.69547 3.78213
C 1.50251 4.29304 1.59603
C 2.41087 4.63631 0.60386
C 3.17174 5.79057 0.70387
C 3.04240 6.61119 1.81289
C 2.14783 6.27376 2.81835
C 1.38419 5.12507 2.70998
C -2.69511 0.37407 2.48059
C -3.74448 1.09638 3.04009
C -4.34866 0.73308 4.22120
C -3.93088 -0.41197 4.88578
C -2.90394 -1.15928 4.35044
C -2.26480 -0.76417 3.17210
P -0.89501 -1.80972 2.50961
C 0.41996 -1.84033 3.78383
C 1.72342 -1.66008 3.34979
C 2.79567 -1.69603 4.22946
C 2.56954 -1.93033 5.57377
C 1.27252 -2.12821 6.02855
C 0.21360 -2.08376 5.14549
C -1.63717 -3.46954 2.68266
C -0.88604 -4.57581 3.05918
C -1.44884 -5.84100 3.06843
C -2.76934 -6.02084 2.69290
C -3.52412 -4.92250 2.30513
C -2.96264 -3.65976 2.29841
H -4.37691 0.38067 -0.01426
H -3.36112 -1.00878 -0.30803
H -3.26257 0.37596 -1.37675
H -4.18005 2.64291 -0.25834
H -4.27873 5.02300 -0.80327
H -2.32713 6.48139 -0.33247
H -0.31810 5.53749 0.67095
H 2.02666 1.37601 3.31310
H 1.68952 0.73408 5.64230
H -0.41884 1.32533 6.80487
H -2.17677 2.56603 5.59298
H -1.83058 3.23072 3.25564
H 2.52201 4.00601 -0.26944
H 3.86679 6.04011 -0.08636
H 3.63895 7.50953 1.89711
H 2.04216 6.90753 3.68860
H 0.68784 4.87025 3.49809
H -4.09617 1.97793 2.51703
H -5.16034 1.32430 4.62153
H -4.41123 -0.72591 5.80067
H -2.61791 -2.07972 4.83940
H 1.96652 -1.50450 2.30456
H 3.79135 -1.54212 3.84517
H 3.39483 -1.96414 6.27008
H 1.08910 -2.31827 7.07756
H -0.78422 -2.24402 5.51854
H 0.14638 -4.45906 3.36182
H -0.84960 -6.68762 3.37407
H -3.21083 -7.00700 2.70320
H -4.55663 -5.04592 2.01021
H -3.57060 -2.81340 2.00320
C 6.39807 -3.42245 -4.33027
C 5.39789 -2.67135 -3.50586
C 5.66142 -2.34619 -2.18081
C 4.73535 -1.65135 -1.40026
C 4.95177 -1.39011 0.03188
O 4.03077 -1.30208 0.83767
C 6.36265 -1.23046 0.50353
C 6.71027 -1.72334 1.75853
C 7.99175 -1.53744 2.24365
C 8.92122 -0.83559 1.49109
C 8.57692 -0.32766 0.25189
C 7.30068 -0.53399 -0.24954
C 3.51784 -1.24847 -1.99808
O 2.68738 -0.54504 -1.33386
C 3.19981 -1.62361 -3.33374
C 4.16459 -2.31100 -4.05301
C 1.86629 -1.32489 -3.91520
N 0.89974 -0.86626 -3.21545
C -0.35352 -0.52498 -3.86009
C -0.41125 0.94930 -4.21883
Te 0.11687 2.34044 -2.67640
C 2.15893 2.40833 -3.21276
C 3.13367 2.29908 -2.23292
C 4.47740 2.33293 -2.56453
C 4.86075 2.46688 -3.88652
C 3.89315 2.58784 -4.87059
C 2.55188 2.57048 -4.53398
C 1.75634 -1.61887 -5.37660
C 2.20746 -0.69963 -6.31159
C 2.09145 -0.97497 -7.66293
C 1.53515 -2.17135 -8.08428
C 1.09401 -3.09635 -7.15300
C 1.20425 -2.82110 -5.80044
H 7.29796 -3.62012 -3.75129
H 6.69107 -2.86207 -5.21752
H 6.00903 -4.38309 -4.66821
H 6.59631 -2.66617 -1.74122
H 5.96590 -2.25106 2.33588
H 8.26768 -1.93370 3.20952
H 9.92012 -0.68294 1.87612
H 9.30003 0.22756 -0.32615
H 7.02317 -0.14568 -1.21739
H 3.95626 -2.59911 -5.07736
H -1.15504 -0.73786 -3.14185
H -0.55379 -1.11509 -4.76475
H -1.42062 1.21966 -4.52510
H 0.25862 1.18145 -5.04547
H 2.85687 2.14719 -1.20015
H 5.22061 2.23523 -1.78608
H 5.90896 2.48060 -4.14965
H 4.18158 2.70820 -5.90588
H 1.81294 2.69813 -5.31550
H 2.65744 0.21981 -5.97495
H 2.44135 -0.25735 -8.39118
H 1.44781 -2.38561 -9.14093
H 0.66500 -4.03061 -7.48106
H 0.86323 -3.53847 -5.06745

Values from the calculation:
Frontier orbital gap ... 6.18 eV
Calculated total energy ... -109363.86066 eV
Molar mass ... 1249.133 g/mol